Record 1
This record from OMol25 describes a structure of composition C29H35N10SV at a distorted geometry. The level of theory is ωB97M-V/def2-TZVPD.

Structure (XYZ):
```
76
Properties=species:S:1:pos:R:3
V -0.0958 0.0412 -0.3033
C 1.5460 1.8358 4.8790
C 0.3889 1.1435 5.2043
C -0.1249 0.1992 4.3316
C 0.5118 -0.0599 3.1167
C 1.6811 0.6339 2.8008
C 2.1882 1.5818 3.6765
N -1.4185 -1.1689 1.9391
C -1.7952 -2.3250 1.1927
C -2.3324 -3.4454 1.8193
C -2.6278 -4.5979 1.1108
C -2.3715 -4.6580 -0.2529
C -1.8790 -3.5477 -0.9045
C -1.6197 -2.3601 -0.2064
N -1.3303 -1.1928 -0.8994
N -1.8870 -1.1123 -2.0480
C -1.9007 0.1276 -2.5840
C -2.5377 0.3610 -3.8155
C -2.7116 1.6625 -4.2289
C -2.2279 2.6934 -3.4242
C -1.5577 2.3670 -2.2581
N -1.3932 1.1230 -1.8251
H 1.9657 2.5441 5.5774
H -0.0959 1.3206 6.1523
H -1.0054 -0.3539 4.6226
H 2.2028 0.4180 1.8747
H 3.1073 2.0941 3.4362
H -2.5147 -3.4133 2.8855
H -3.0309 -5.4568 1.6267
H -2.5737 -5.5611 -0.8096
H -1.6916 -3.5667 -1.9684
H -2.8817 -0.4796 -4.3970
H -3.2129 1.8916 -5.1565
H -2.3674 3.7273 -3.7009
H -1.1091 3.1481 -1.6565
C 2.7486 0.1332 -5.4487
C 1.3943 0.7340 -5.0972
N 1.4238 1.4705 -3.8468
C 1.3924 0.8380 -2.6766
S 1.3796 1.7515 -1.1910
N 1.3706 -0.4657 -2.6170
N 1.1537 -0.9337 -1.3992
C 1.7586 -1.9735 -0.9155
C 2.7676 -2.7704 -1.6629
C 1.3661 -2.1866 0.4559
C 1.6680 -3.3146 1.1866
C 1.1629 -3.4365 2.5045
C 0.4036 -2.4535 3.0156
C 0.0594 -1.2143 2.2226
N 0.6468 -1.1330 0.9203
H 2.6523 -0.4633 -6.3497
H 3.0979 -0.4961 -4.6347
H 3.4842 0.9107 -5.6266
H 0.6598 -0.0672 -4.9827
H 1.0567 1.4140 -5.8809
H 1.6961 2.4421 -3.8602
H 3.0113 -2.2596 -2.5926
H 2.3881 -3.7656 -1.8944
H 3.6697 -2.8873 -1.0649
H 2.2576 -4.1083 0.7638
H 1.3832 -4.3233 3.0745
H 0.0256 -2.4899 4.0267
H -1.9379 -1.1613 2.8159
N -0.1791 5.1631 2.4122
C -0.6017 3.7366 2.5321
C -0.5934 3.0708 1.1389
N -0.9657 1.6703 1.1677
H -0.1483 5.6320 3.3282
H -0.8298 5.6818 1.8052
H 0.7583 5.2120 1.9874
H -1.5967 3.7030 2.9814
H 0.1014 3.2192 3.1933
H 0.4192 3.1438 0.7223
H -1.2817 3.6041 0.4763
H -1.9749 1.5486 1.2268
H -0.5459 1.2101 1.9766
```

Results
Kohn-Sham gap (spin up / spin down) = 6.07 / 5.64 eV
Charge = +2
Electronic energy = -82051.4311 eV
Multiplicity = 3

Löwdin atomic charge list, values in e, 2 entries: 0.743, -0.089

=====

Record 2
This record from OMol25 describes a structure of composition C29H35N2O4 at a distorted geometry. The level of theory is ωB97M-V/def2-TZVPD.

Structure (XYZ):
```
70
Properties=species:S:1:pos:R:3
C 3.2406 2.7319 3.5256
C 2.6810 1.6334 2.4462
C 3.6618 0.7248 1.7971
H 4.4281 0.3165 2.6342
H 3.5102 -0.0998 1.3040
H 4.4538 1.4830 1.3224
H 2.1621 2.3584 1.9092
O 1.8495 0.6194 3.3639
C 0.5725 0.5945 3.1144
O -0.0195 1.4093 2.2655
C -0.2423 -0.5319 3.9129
N -1.5772 -0.6030 4.0718
C -1.7398 -1.7528 4.6393
H -3.1160 -1.6845 4.8386
H -1.6171 -2.7103 4.1489
H -1.4471 -1.5925 5.7208
C -1.8078 0.8001 4.6567
H -2.9889 0.8249 4.8635
H -1.5774 0.5860 5.6268
H -1.7008 1.7100 4.2352
C -2.2133 -0.5215 2.6846
H -2.2251 0.6843 2.3361
H -3.4373 -0.5428 2.8776
C -1.9149 -1.3096 1.6385
N -1.1360 -1.1328 0.5622
C 0.2871 -0.8760 0.3625
O 1.2070 -1.3542 1.2025
C 0.5681 -0.1119 -0.7679
C -0.5898 0.3834 -1.4171
C -1.6522 -0.0186 -0.5213
O -2.9205 0.0936 -0.4404
H -0.6444 1.2020 -1.7224
C -0.8356 -0.5735 -2.8183
C 0.0267 -1.8915 -2.6797
C 1.1749 -1.9819 -2.1350
C 1.5723 -0.8244 -1.5830
C 2.4760 -0.0620 -2.6255
C 3.0271 1.4813 -2.1780
C 3.6930 2.0836 -3.0562
C 3.5397 1.8704 -4.3040
C 3.0124 0.8474 -4.9723
C 2.2707 0.0505 -3.8233
H 1.9304 -1.0049 -4.2314
H 3.0871 0.5216 -5.9060
H 4.1268 2.3892 -5.0301
H 4.3089 2.9438 -2.8932
H 3.2768 1.5136 -1.2188
H 2.6636 -1.0494 -1.0287
H 1.5771 -3.0747 -2.1220
H -0.6645 -2.7253 -2.9631
C -2.2759 -0.7474 -3.1968
C -2.8202 0.1701 -4.0785
C -4.1817 0.0249 -4.5953
C -4.8850 -0.7377 -3.9890
C -4.3734 -1.6491 -3.1536
C -3.2124 -1.5175 -2.6926
H -2.5584 -2.4536 -1.9532
H -5.0122 -2.4988 -2.5355
H -6.0649 -0.9267 -4.1992
H -4.6374 1.1430 -5.2692
H -2.0866 0.9496 -4.5479
H -0.2936 0.0726 -3.6303
H 1.1573 0.8328 -0.4316
H -2.7071 -1.7433 1.2405
H -1.1511 -2.2287 1.9331
H 0.4472 -0.4729 4.7597
H 0.3542 -1.3009 3.2443
H 3.6604 2.2197 4.3242
H 4.0293 3.4213 3.1708
H 2.2940 3.6156 3.9766
```

Results
Kohn-Sham gap = 8.90 eV
Charge = +1
Electronic energy = -41779.1328 eV
Multiplicity = 1
Relative energy (zero: lowest compared OMol25 entry of this formula, charge and spin) = 641.4 kcal/mol

Löwdin atomic charge list, values in e, 2 entries: -0.030, -0.261

=====

Record 3
This record from OMol25 describes a structure of composition C29H36As2Cl3N4O3PS2Sm at a distorted geometry. The level of theory is ωB97M-V/def2-TZVPD.

Structure (XYZ):
```
81
Properties=species:S:1:pos:R:3
Sm 0.8888 -0.3972 -0.7617
Cl 3.9024 -0.0983 -1.1567
C 4.1919 1.5586 -1.6520
C 5.1781 1.8670 -2.5664
C 5.3720 3.1725 -2.9275
C 4.5397 4.1467 -2.4858
C 3.4881 3.8335 -1.6614
Cl 2.4277 5.1502 -1.2261
C 3.3065 2.5290 -1.1892
S 1.9759 2.1070 -0.0539
H 5.8654 1.1162 -2.9455
H 6.2233 3.4001 -3.5448
H 4.6836 5.1758 -2.7579
C -1.8241 -4.0001 -1.5796
As -1.1172 -2.7345 -0.2562
C -2.8006 -2.2462 0.5152
C -0.3058 -3.9470 1.0112
C -1.1343 -4.5859 1.9122
C -0.6276 -5.3253 2.9543
C 0.7583 -5.4832 2.9894
C 1.6222 -4.8451 2.1723
C 1.0668 -4.0040 1.1861
As 2.2719 -2.9785 0.0208
C 3.8691 -2.7767 1.0639
C 2.6340 -4.4161 -1.2477
H -1.9859 -4.9617 -1.1441
H -1.0625 -4.0972 -2.3214
H -2.7286 -3.5738 -2.0541
H -3.4688 -3.1011 0.6595
H -3.1385 -1.5668 -0.1796
H -2.6535 -1.8338 1.5624
H -2.1963 -4.5750 1.8031
H -1.3010 -5.7015 3.7394
H 1.1040 -6.1696 3.7603
H 2.6657 -5.0525 2.2622
H 3.6280 -2.2161 1.9304
H 4.5559 -2.2197 0.4637
H 4.3395 -3.7207 1.4531
H 3.0425 -5.3246 -0.7320
H 3.4047 -4.0570 -1.9535
H 1.7310 -4.6139 -1.7472
Cl -1.7736 -0.4158 7.5923
C -1.3707 -0.4057 5.9083
C -1.9183 0.5738 5.0194
C -1.4144 0.6059 3.7275
C -0.4292 -0.2534 3.2791
C 0.1268 -1.1998 4.1733
C -0.4019 -1.2863 5.4779
C 0.0505 -0.2631 1.8408
O 1.1154 -0.8647 1.5818
O -0.6908 0.2993 0.9583
H -2.6991 1.2013 5.3973
H -1.7963 1.3654 3.0632
H 0.8908 -1.8813 3.8935
H 0.0312 -2.0239 6.1069
C -1.5495 4.9955 -2.0646
N -1.9974 4.3853 -0.7484
C -3.5109 4.1869 -0.7354
N -3.9201 3.3793 -1.8863
C -3.4280 4.0253 -3.0778
N -1.9720 4.1636 -3.1535
C -1.3156 2.9117 -3.2546
P -1.6816 1.7972 -1.8269
C -1.3049 3.0617 -0.4738
C -3.5265 1.9540 -1.8517
H -0.4187 5.1457 -1.9700
H -1.9865 5.9986 -2.1125
H -1.7324 4.9867 -0.0076
H -4.0149 5.1415 -0.8122
H -3.8227 3.7157 0.2004
H -3.8825 4.9866 -3.2154
H -3.7464 3.4066 -3.9375
H -0.1645 3.0028 -3.3174
H -1.6547 2.4375 -4.1071
H -0.2093 3.1693 -0.4691
H -1.6557 2.7415 0.5231
H -3.9220 1.4355 -0.9359
H -3.9343 1.4365 -2.7661
O 0.9028 0.7910 -2.8629
S 1.1581 -0.4789 -3.6418
N 1.1771 -1.6625 -2.8294
```

Results
Kohn-Sham gap (spin up / spin down) = 7.52 / 7.54 eV
Charge = +1
Electronic energy = -250864.1219 eV
Multiplicity = 6

Löwdin atomic charge list, values in e, 2 entries: 1.095, 0.682

=====

Record 4
This record from OMol25 describes a structure of composition C29H36BrF3N2O13S. The level of theory is ωB97M-V/def2-TZVPD.

Structure (XYZ):
```
85
Properties=species:S:1:pos:R:3
C -3.8496 5.8881 1.5176
O -4.4569 4.9331 0.6741
C -4.3844 3.6154 1.1946
C -3.2471 2.8204 0.5742
C -3.0226 1.4877 1.3190
C -2.7086 0.3413 0.3467
C -1.3350 0.5655 -0.3147
C -0.3671 -0.6463 -0.1970
C 1.0522 -0.1433 -0.0259
C 1.8761 -0.3903 1.0295
C 1.4439 -1.2744 2.1629
C 1.8777 -2.7571 1.9432
C 2.9502 -3.2406 2.8473
F 2.6322 -3.3881 4.1538
C 4.1768 -3.5658 2.4894
F 4.6455 -3.4283 1.2578
F 5.0905 -4.0590 3.3005
C 3.1853 0.2254 1.0306
Br 4.3626 0.0014 2.5097
C 3.6493 1.0242 0.0369
C 2.8292 1.2583 -1.0908
N 3.1236 1.9859 -2.1670
S 1.8284 1.8586 -3.1237
N 0.8821 0.9481 -2.2323
C 1.5346 0.6635 -1.1026
H -2.8615 5.5582 1.8503
H -3.7472 6.8102 0.9485
H -4.4798 6.1004 2.3894
H -5.3425 3.1342 0.9767
H -4.2790 3.6421 2.2857
H -3.4612 2.6643 -0.4840
H -2.3490 3.4352 0.6593
H -3.8907 1.2540 1.9390
H -2.1314 1.6122 1.9391
H -3.4571 0.3478 -0.4482
H -2.7467 -0.6051 0.8881
H -1.4724 0.8213 -1.3606
H -0.8487 1.4348 0.1383
H -0.3582 -1.1570 -1.1654
H -0.7157 -1.3238 0.5796
H 0.3695 -1.2531 2.3002
H 1.9195 -0.9184 3.0759
H 2.2580 -2.8781 0.9289
H 1.0118 -3.4071 2.0671
H 4.6290 1.4778 0.0946
C 2.8006 3.4130 2.1775
C 2.8800 4.7868 2.8111
O 1.7679 5.4602 2.2112
C 0.8713 4.5270 1.8096
O -0.2285 4.7654 1.4311
O 1.4018 3.2850 1.9017
H 3.1365 2.6118 2.8303
H 3.3493 3.3609 1.2374
H 2.7306 4.7585 3.8921
H 3.8066 5.3105 2.5929
C -2.0793 -5.9491 2.8483
C -3.1983 -5.1364 3.4696
O -2.6702 -3.8056 3.4128
C -1.7512 -3.7579 2.4297
O -1.2495 -2.7586 2.0185
O -1.4679 -4.9953 1.9701
H -2.4282 -6.8110 2.2868
H -1.3398 -6.2726 3.5823
H -4.1177 -5.1726 2.8838
H -3.4165 -5.4134 4.4969
C -0.7021 0.7700 -6.0316
C -2.0406 0.9655 -6.7150
O -2.9583 0.5201 -5.7134
C -2.3587 0.6331 -4.5036
O -2.9125 0.4980 -3.4626
O -1.0432 0.9197 -4.6496
H 0.0416 1.5088 -6.3200
H -0.2937 -0.2306 -6.1850
H -2.2465 2.0138 -6.9392
H -2.1533 0.3764 -7.6211
C 2.3393 -2.6168 -2.4120
C 3.3915 -3.6323 -2.8071
O 2.8490 -4.1752 -4.0150
C 2.0019 -3.2617 -4.5501
O 1.5236 -3.3350 -5.6342
O 1.7758 -2.2539 -3.6768
H 2.7272 -1.7381 -1.9018
H 1.5540 -3.0589 -1.7940
H 4.3544 -3.1696 -3.0313
H 3.5372 -4.4137 -2.0661
```

Results
Kohn-Sham gap = 8.26 eV
Charge = 0
Electronic energy = -149283.8618 eV
Multiplicity = 1
Relative energy (zero: lowest compared OMol25 entry of this formula, charge and spin) = 0.0 kcal/mol

Löwdin atomic charge list, values in e, 2 entries: -0.115, -0.190

=====

Record 5
This record from OMol25 describes a structure of composition C29H36BrGeNO3Rh at a distorted geometry. The level of theory is ωB97M-V/def2-TZVPD.

Structure (XYZ):
```
72
Properties=species:S:1:pos:R:3
Rh 10.9557 12.9091 11.6365
C 10.9162 13.5145 14.6041
O 11.0425 14.2623 13.3624
C 9.8809 15.1729 13.2708
C 10.1643 16.3286 12.2861
O 9.7801 15.8971 10.9886
C 10.5887 16.4658 9.9226
C 9.8433 16.4077 8.6468
O 9.6962 15.1035 8.1494
C 9.0498 15.2044 6.8761
H 11.4356 14.0799 15.4227
H 9.8707 13.3674 14.8826
H 11.4414 12.5641 14.4863
H 9.0053 14.6236 12.8771
H 9.6188 15.5706 14.2955
H 9.5157 17.1697 12.5348
H 11.1867 16.6646 12.3121
H 10.8846 17.5075 10.0950
H 11.5059 15.8782 9.9038
H 8.8369 16.8199 8.7749
H 10.3957 17.0403 7.9330
H 8.0047 14.7753 7.0239
H 9.0067 16.2112 6.4304
H 9.5528 14.5749 6.1732
Br 11.7880 10.5815 12.2032
C 7.4844 12.4801 11.1299
Ge 9.1943 11.5522 11.0151
C 9.2470 11.3124 9.0001
C 8.4933 10.2102 8.4483
C 8.6127 9.8975 7.1028
C 9.3451 10.7013 6.2372
C 10.1205 11.7029 6.7623
C 10.0226 12.0352 8.1136
C 8.6221 9.7767 11.8547
C 7.5756 9.7495 12.7681
C 7.1597 8.5780 13.4005
C 7.7991 7.3795 13.1437
C 8.8188 7.2748 12.1796
C 9.4440 6.0779 11.7944
C 10.3146 5.9877 10.7267
C 10.5903 7.1599 10.0019
C 10.0767 8.3765 10.3848
C 9.1355 8.5024 11.4183
H 6.7338 11.7528 10.7927
H 7.4966 13.3320 10.4542
H 7.2403 12.8631 12.1284
H 7.8340 9.5880 9.0829
H 8.1929 8.9859 6.6521
H 9.2388 10.5113 5.1536
H 10.7238 12.2786 6.0688
H 10.5090 12.9331 8.4527
H 7.0813 10.6808 13.0426
H 6.3736 8.6943 14.0899
H 7.5354 6.4349 13.6489
H 9.2816 5.1853 12.4205
H 10.7718 5.0363 10.4141
H 11.2724 7.1183 9.1199
H 10.3829 9.2519 9.8093
C 16.2971 12.6769 8.7886
C 15.0353 13.0221 9.5752
C 15.0405 13.1347 11.0067
C 13.9491 13.6471 11.6705
N 12.7342 13.8992 11.0740
C 12.7362 13.7532 9.6830
C 13.7983 13.2722 8.9369
H 16.6750 11.6682 9.0873
H 17.0687 13.4029 9.0024
H 16.0709 12.6775 7.7279
H 15.9186 12.8873 11.5770
H 14.0398 13.9353 12.7230
H 11.8411 14.1166 9.1362
H 13.6421 13.0388 7.8855
```

Results
Kohn-Sham gap (spin up / spin down) = 7.29 / 4.86 eV
Charge = +2
Electronic energy = -167835.3566 eV
Multiplicity = 6

Löwdin atomic charge list, values in e, 2 entries: 0.833, -0.072

=====

Record 6
This record from OMol25 describes a structure of composition C29H36BrN6O6SSn. The level of theory is ωB97M-V/def2-TZVPD.

Structure (XYZ):
```
80
Properties=species:S:1:pos:R:3
Sn -0.5258 1.7032 -0.1701
C -2.1404 5.6184 -0.0169
C -2.6677 4.2447 0.3034
C -2.5970 3.7299 1.5936
C -3.1325 2.4794 1.9099
C -3.0800 1.9631 3.3247
C -3.7267 1.7346 0.8976
C -3.7908 2.2112 -0.4145
C -4.4815 1.4100 -1.4889
C -3.2504 3.4633 -0.6943
H -1.1617 5.5608 -0.5006
H -2.0321 6.2181 0.8861
H -2.8136 6.1384 -0.6990
H -2.1529 4.3304 2.3819
H -2.0587 1.6899 3.6050
H -3.7137 1.0842 3.4478
H -3.4148 2.7268 4.0274
H -4.1973 0.7853 1.1408
H -5.5632 1.5429 -1.4237
H -4.2731 0.3439 -1.3862
H -4.1663 1.7272 -2.4824
H -3.3285 3.8633 -1.7015
C 1.4935 2.2075 -5.7990
C 1.6187 2.7597 -4.4051
C 2.7511 3.4376 -3.9698
C 2.8249 3.9198 -2.6734
C 1.7399 3.6982 -1.8487
Br 1.7933 4.3218 -0.0552
N 0.6500 3.0560 -2.2249
C 0.5985 2.5966 -3.4795
H 2.2363 2.6446 -6.4635
H 0.5034 2.4051 -6.2101
H 1.6387 1.1250 -5.7988
H 3.5857 3.5884 -4.6450
H 3.6942 4.4477 -2.3098
H -0.3114 2.0673 -3.7482
O -0.9157 -0.0887 -1.3803
N 0.0560 -0.9087 -1.5998
N 1.1729 -0.5076 -1.1782
O 1.3449 0.6570 -0.5875
C 2.3334 -1.3611 -1.3176
C 2.2875 -2.4859 -2.1318
C 3.4094 -3.2913 -2.2175
C 4.5589 -2.9758 -1.5010
C 4.5851 -1.8462 -0.6984
C 3.4690 -1.0287 -0.6029
H 1.3901 -2.7195 -2.6864
H 3.3879 -4.1689 -2.8508
H 5.4330 -3.6100 -1.5778
H 5.4784 -1.5999 -0.1396
H 3.4674 -0.1487 0.0230
C 1.1169 -5.4166 -0.2182
C 1.7129 -5.1288 1.1555
S 1.1233 -3.5868 1.8425
O 0.8803 -2.6475 0.7703
O 1.9846 -3.2074 2.9328
C -0.4861 -4.0013 2.5407
C -0.9738 -2.9387 3.5369
N -0.6825 -1.5650 3.1017
C -1.1506 -1.0119 1.9615
N -0.5421 0.1368 1.7164
C 0.3404 0.3560 2.7356
C 0.2664 -0.6840 3.5951
N 1.0005 -0.8281 4.8244
O 2.0122 -0.1677 4.9173
O 0.5862 -1.6234 5.6515
C -2.1296 -1.6635 1.0513
H 1.5935 -6.2941 -0.6530
H 1.2738 -4.5687 -0.8828
H 0.0447 -5.6109 -0.1581
H 2.7956 -5.0001 1.1291
H 1.4735 -5.8937 1.8953
H -0.3924 -4.9639 3.0437
H -1.1568 -4.0945 1.6869
H -0.5181 -3.0700 4.5066
H -2.0516 -3.0405 3.6454
H 0.9776 1.2245 2.7900
H -2.8981 -2.2064 1.6034
H -1.6091 -2.3581 0.3867
H -2.5980 -0.9058 0.4289
```

Results
Kohn-Sham gap = 8.78 eV
Charge = +1
Electronic energy = -138582.9839 eV
Multiplicity = 1
Relative energy (zero: lowest compared OMol25 entry of this formula, charge and spin) = 0.0 kcal/mol

Löwdin atomic charge list, values in e, 2 entries: 1.387, -0.036

=====

Which formula does entry 6 have?
C29H36BrN6O6SSn